1.
Density functional theory data (ωB97M-V with the def2-TZVPD basis set) for one molecule with the formula C13H10NO2P at a distorted geometry.

Computed properties:
- Spin multiplicity: 1
- Structure (SMILES): O=C1NP(c2ccccc2)Oc2ccccc21
- HOMO level: -6.109 eV
- Strongest force on any atom: 2.96 eV Å⁻¹
- Kohn-Sham gap: 6.438 eV

Last column: natural (NBO) charge in e.
Cartesian coordinates (Å):
P (0.052, -1.195, -0.460)  1.028
C (-1.377, -3.097, -1.903)  -0.201
C (-1.817, -2.940, -4.277)  -0.191
H (-0.947, -1.239, -5.285)  0.221
H (-2.341, -3.416, -5.114)  0.217
C (-0.709, -1.880, -1.982)  -0.294
H (-1.191, 2.296, 1.500)  0.226
H (2.118, -0.296, 4.099)  0.248
C (1.000, -0.184, 2.181)  -0.259
H (-0.057, -0.282, -3.268)  0.228
H (1.125, 1.652, 5.039)  0.217
C (1.352, 0.216, 3.486)  -0.122
O (-0.463, 0.226, 0.158)  -0.705
C (-0.573, -1.215, -3.188)  -0.187
C (0.806, 1.350, 4.050)  -0.243
C (-0.017, 2.155, 3.301)  -0.165
C (0.028, 0.569, 1.428)  0.409
C (-1.094, -1.755, -4.366)  -0.217
H (1.673, -2.878, 0.227)  0.447
C (1.621, -1.413, 1.644)  0.647
H (-2.557, -4.543, -2.982)  0.222
C (-0.438, 1.730, 2.040)  -0.293
O (2.318, -2.124, 2.344)  -0.604
H (-0.338, 3.086, 3.734)  0.220
N (1.344, -1.943, 0.400)  -0.865
H (-1.440, -3.661, -0.986)  0.230
C (-1.942, -3.632, -3.044)  -0.214



2.
Density functional theory data (ωB97M-V with the def2-TZVPD basis set) for a 2-piece molecular cluster, C4H12O overall at a distorted geometry.

Computed properties:
- Spin multiplicity: 1
- Structure (SMILES): CCO.CC
- HOMO level: -10.394 eV
- Strongest force on any atom: 1.44 eV Å⁻¹
- Energy relative to the best compared isomer or geometry (same formula, charge and spin): 73.8 kJ/mol
- Kohn-Sham gap: 11.372 eV

Last column: natural (NBO) charge in e.
Cartesian coordinates (Å):
H (1.087, -0.104, 3.538)  0.200
H (-2.051, -0.133, -3.139)  0.199
H (1.164, 1.072, 2.163)  0.198
C (0.913, 0.059, 2.485)  -0.601
C (-0.724, 0.612, -1.607)  -0.073
H (-0.137, -0.132, 2.267)  0.209
H (-2.670, -0.209, -1.543)  0.225
H (1.773, -1.884, 1.776)  0.200
O (-0.476, -0.537, -0.786)  -0.721
H (-2.669, 1.336, -2.521)  0.212
H (-0.729, 1.495, -0.972)  0.162
C (1.857, -0.808, 1.619)  -0.598
C (-2.115, 0.449, -2.212)  -0.638
H (2.845, -0.400, 1.830)  0.199
H (1.616, -0.698, 0.568)  0.192
H (0.315, -0.941, -1.084)  0.468
H (0.003, 0.825, -2.381)  0.168



3.
Density functional theory data (ωB97M-V with the def2-TZVPD basis set) for one molecule with the formula C4H5N5 at a distorted geometry.

Computed properties:
- Spin multiplicity: 1
- HOMO level: -8.543 eV
- Strongest force on any atom: 3.94 eV Å⁻¹
- Energy relative to the best compared isomer or geometry (same formula, charge and spin): 391.4 kJ/mol
- Kohn-Sham gap: 8.700 eV

Last column: natural (NBO) charge in e.
Cartesian coordinates (Å):
C (-0.025, -0.467, -0.709)  0.142
H (-1.036, -1.740, -1.852)  0.211
C (-0.282, -0.107, 1.470)  0.074
N (-0.474, -0.991, 0.438)  -0.546
H (0.632, -1.764, -2.362)  0.225
N (0.412, 1.878, 2.771)  0.148
N (0.249, 0.942, 0.845)  -0.232
N (0.000, 1.168, 3.571)  0.069
N (0.690, 2.007, 1.535)  -0.230
C (0.448, 0.767, -0.482)  -0.121
H (-0.320, -0.278, -2.652)  0.233
H (-0.905, -1.900, 0.509)  0.418
C (-0.173, -1.157, -2.031)  -0.631
H (0.786, 1.643, -1.051)  0.239



4.
Density functional theory data (ωB97M-V with the def2-TZVPD basis set) for one molecule with the formula C3H3NOS at a distorted geometry.

Computed properties:
- Spin multiplicity: 1
- HOMO level (spin up / spin down): -9.274 / -9.278 eV
- Strongest force on any atom: 5.34 eV Å⁻¹
- Energy relative to the best compared isomer or geometry (same formula, charge and spin): 416.7 kJ/mol
- Kohn-Sham gap (spin up / spin down): 7.388 / 7.397 eV

Last column: natural (NBO) charge in e.
Cartesian coordinates (Å):
C (0.118, -0.415, -0.286)  -0.250
H (-0.527, -0.945, -0.934)  0.200
N (-0.230, 0.452, 0.704)  -0.496
C (0.664, 1.031, -0.175)  0.303
H (-0.297, 0.187, 1.643)  0.414
H (0.958, -1.113, -0.131)  0.199
O (2.565, 2.606, -0.381)  -0.528
C (2.157, 1.476, -0.063)  0.220
S (2.829, 0.195, 0.719)  -0.062



5.
Density functional theory data (ωB97M-V with the def2-TZVPD basis set) for a 9-piece molecular cluster, C36H60O24S3 overall at a distorted geometry.

Computed properties:
- Spin multiplicity: 1
- Structure (SMILES): C[C@H]1COC(=O)O1.C[C@H]1COC(=O)O1.C[C@H]1COC(=O)O1.C[C@H]1COC(=O)O1.C[C@H]1COC(=O)O1.C[C@H]1COC(=O)O1.O=S1(=O)CCCC1.O=S1(=O)CCCC1.O=S1(=O)CCCC1
- HOMO level: -10.215 eV
- Strongest force on any atom: 13.25 eV Å⁻¹
- Energy relative to the best compared isomer or geometry (same formula, charge and spin): 0.0 kJ/mol
- Kohn-Sham gap: 10.082 eV

Last column: Mulliken charge in e.
Cartesian coordinates (Å):
H (4.764, 0.847, -1.544)  0.093
C (-1.787, 4.268, 1.820)  -0.354
O (-0.668, -2.484, 0.470)  -0.455
H (2.272, 3.874, 2.063)  -0.253
H (-4.123, -4.243, 1.348)  0.481
C (1.092, 0.176, 1.618)  0.750
H (-2.256, 0.563, -4.507)  0.659
C (3.990, 2.697, 2.863)  -0.932
O (0.976, 0.558, -4.204)  -0.598
O (-1.088, 0.644, 7.547)  -0.334
H (-2.374, 3.906, 5.814)  0.181
H (3.684, 1.637, 2.372)  0.016
C (3.047, 3.004, -3.149)  -0.501
H (-1.310, 2.073, 8.671)  0.287
H (-0.989, -0.060, 1.645)  0.278
H (1.606, -2.350, 0.316)  -0.330
H (-3.296, -5.492, -0.851)  0.147
H (-2.918, 2.792, 7.079)  0.268
C (-2.003, 3.607, 6.860)  -1.471
O (0.690, -3.328, -4.434)  -0.102
H (-6.435, -4.944, -0.513)  0.260
C (-4.040, -3.741, 0.391)  -0.793
O (-3.872, -4.055, -1.879)  0.118
S (-4.476, -0.084, -1.752)  1.015
C (-0.144, -4.359, -2.533)  -1.419
H (4.769, -2.764, -0.906)  0.347
H (-1.003, 2.295, 1.497)  -0.530
H (0.347, 1.802, 8.308)  0.349
C (-2.849, -0.760, -1.428)  1.691
H (4.914, 2.280, -0.883)  0.488
O (-1.629, -0.370, 5.473)  -0.619
H (0.866, -4.521, -2.261)  0.402
H (-2.048, 6.367, 1.262)  0.366
O (2.184, 1.070, -2.409)  0.094
H (2.668, 3.969, -2.860)  0.357
H (5.128, -1.315, -2.950)  0.255
H (-2.984, -3.374, 0.610)  -0.135
H (-0.536, -3.449, -2.099)  0.136
H (4.800, 3.235, 2.120)  0.255
H (-0.723, -5.141, -2.296)  0.613
H (-2.559, 3.755, 2.398)  0.387
C (-1.196, 0.530, 6.260)  0.614
C (4.236, -3.319, -3.024)  -0.013
O (6.911, -4.106, -4.821)  -0.647
H (-0.281, -0.513, 3.270)  0.326
C (-4.671, -4.398, -2.783)  0.501
H (-2.420, 2.840, 0.408)  0.726
H (0.145, 3.257, 6.507)  -0.222
H (-2.243, -4.380, -4.951)  0.600
H (2.197, 2.561, -1.132)  -0.683
O (-5.681, -5.054, -2.312)  -0.416
O (0.695, -1.770, -6.163)  -0.603
H (-1.829, -3.164, -3.785)  -0.450
H (0.906, 3.285, 3.840)  0.005
H (-0.644, 6.071, -0.615)  0.378
O (2.256, 4.219, 5.253)  -0.410
H (-2.177, 5.546, -1.365)  0.299
C (-1.497, -3.770, -4.633)  0.190
H (2.986, -3.016, -1.159)  -0.257
C (2.968, 5.233, 4.774)  0.514
H (-1.808, 0.839, -1.729)  -0.947
O (-0.990, 1.735, 5.704)  -0.186
H (-4.841, -0.985, -3.990)  0.277
H (-3.207, 5.247, 0.528)  0.409
C (-4.292, -0.043, -3.520)  -0.691
O (-4.450, 1.328, -1.280)  -0.677
H (3.778, 1.429, 0.118)  -0.044
H (1.897, 2.273, 4.569)  0.530
C (5.931, -3.562, -4.316)  0.588
H (-2.846, -1.841, -1.190)  -0.800
C (-2.260, 5.402, 0.871)  -0.870
H (0.921, 0.505, 0.601)  0.167
C (-0.612, 1.893, 7.895)  -0.511
H (0.161, -5.188, -4.542)  0.692
O (3.142, 6.301, 5.358)  -0.602
C (-1.477, 5.342, -0.461)  -0.798
H (-0.927, 4.581, 2.413)  0.136
C (-0.894, 2.648, 6.706)  1.038
C (0.141, -2.639, -5.476)  0.524
C (-2.845, 0.037, -3.794)  -0.596
C (2.883, 3.696, 3.032)  1.413
O (5.232, -4.130, -3.355)  -0.420
H (-4.683, 0.874, -3.757)  0.532
O (5.633, -2.380, -4.527)  -0.326
C (4.654, -1.891, -3.649)  0.034
C (-1.633, 3.148, 0.911)  -0.126
C (3.921, -3.398, -1.454)  -0.599
C (1.726, -2.210, 1.420)  -0.584
C (-0.135, -4.352, -4.107)  -0.134
H (4.152, -4.436, -1.158)  0.409
C (-4.159, -4.707, -0.745)  0.453
H (-2.269, -0.420, -0.508)  -0.482
H (-1.187, -0.567, -2.643)  0.928
C (4.096, 1.574, -0.993)  -0.839
H (3.659, -1.334, -4.002)  0.113
H (-4.895, -2.887, 0.351)  0.161
C (-0.188, -0.597, 2.177)  -0.601
O (3.384, 4.897, 3.590)  -0.410
H (4.141, 3.048, -3.430)  0.332
C (1.902, 3.280, 4.258)  -0.441
H (2.245, -3.055, 1.758)  0.780
O (-0.331, -3.174, 2.768)  -0.760
O (0.719, 3.938, -0.045)  -0.723
H (-1.914, 4.172, 7.589)  0.609
C (-5.435, -5.403, -1.004)  -0.513
H (-2.460, -0.805, -4.429)  -0.075
O (-4.578, -4.220, -3.931)  -0.583
S (-0.021, -2.344, 1.670)  0.983
C (2.207, -0.865, 1.981)  -1.047
H (3.449, -3.696, -3.476)  0.608
H (3.159, -0.662, 1.534)  0.572
O (-0.993, 3.047, -1.682)  -0.734
H (2.457, -0.985, 3.013)  0.429
O (2.346, 2.339, -4.112)  -0.364
C (2.950, 2.119, -1.813)  1.262
O (-5.479, -0.957, -1.240)  -0.676
H (-5.277, -6.374, -1.001)  0.410
C (-2.021, -0.061, -2.429)  -0.173
O (-1.131, -2.863, -5.607)  -0.385
S (-0.665, 3.715, -0.442)  1.205
H (1.286, 1.199, 2.190)  -0.595
C (1.749, 1.310, -3.619)  0.493
H (4.634, 2.477, 3.793)  0.308



6.
Density functional theory data (ωB97M-V with the def2-TZVPD basis set) for C29H24BBaCl2F4IN4S as an isolated structure.

Computed properties:
- Spin multiplicity: 1
- HOMO level: -1.891 eV
- Total charge: -2
- Strongest force on any atom: 0.90 eV Å⁻¹
- Energy relative to the best compared isomer or geometry (same formula, charge and spin): 76.5 kJ/mol
- Kohn-Sham gap: 5.904 eV

Last column: natural (NBO) charge in e.
Cartesian coordinates (Å):
F (-1.266, 4.110, -2.731)  -0.554
H (-2.651, 2.302, 1.936)  0.208
H (0.325, -0.237, -4.275)  0.240
C (-0.355, 4.469, 3.185)  0.009
H (3.715, 1.054, -4.555)  0.219
N (2.351, 0.265, -1.599)  -0.493
H (5.462, -0.906, -1.171)  0.210
C (1.837, 3.947, 2.362)  -0.206
S (-0.437, -1.161, 2.503)  -0.430
H (4.251, -1.156, 2.188)  0.245
C (4.626, -0.419, -1.648)  -0.262
H (1.434, 5.573, 3.702)  0.179
C (-4.768, -4.222, -0.038)  -0.226
C (4.449, -1.330, 1.131)  -0.675
Cl (1.377, -1.164, -6.158)  -0.075
C (-2.578, 4.999, 3.998)  -0.246
F (0.988, 3.661, -2.567)  -0.564
C (-4.102, -1.749, -1.084)  -0.089
H (-3.239, 5.620, 4.593)  0.185
C (0.887, -2.214, 2.463)  0.278
C (1.293, 2.874, 1.619)  -0.323
C (-3.102, 3.917, 3.262)  -0.266
C (-1.072, -4.468, -0.106)  -0.215
C (-2.265, 3.139, 2.507)  -0.153
C (3.392, -0.316, -0.988)  0.196
H (1.617, 1.224, -3.259)  0.225
N (0.862, -3.289, 3.344)  -0.824
H (-0.280, -5.178, 0.120)  0.186
H (1.453, -4.054, 3.056)  0.369
H (2.017, 2.306, 1.026)  0.164
H (-2.652, -5.797, 0.482)  0.181
H (5.329, -0.763, 0.836)  0.195
C (-5.752, -3.337, -0.372)  -0.235
H (-0.066, -3.535, 3.643)  0.388
I (-3.596, 0.093, -1.946)  0.121
C (-1.237, 5.264, 3.959)  -0.225
C (0.355, -1.236, -4.695)  -0.384
C (3.223, -0.943, 0.348)  0.139
H (4.657, -2.400, 1.038)  0.219
C (-2.379, -4.820, 0.094)  -0.268
H (-6.795, -3.593, -0.227)  0.193
C (-0.869, 3.376, 2.430)  -0.117
H (5.701, -0.033, -3.458)  0.201
C (-5.416, -2.080, -0.916)  -0.301
C (1.034, 4.738, 3.133)  -0.285
H (-4.164, 3.703, 3.292)  0.192
C (2.487, 0.743, -2.828)  0.067
H (0.328, -2.967, -0.672)  0.185
F (-0.533, 1.994, -2.153)  -0.633
H (2.904, 4.149, 2.310)  0.182
N (2.043, -1.280, 0.743)  -0.245
F (-0.229, 2.752, -4.283)  -0.579
B (-0.265, 3.191, -2.948)  1.357
Ba (-0.202, 0.376, -0.289)  1.765
C (-0.736, -3.183, -0.580)  -0.305
Cl (0.980, -2.374, -3.511)  0.001
C (-0.047, 2.532, 1.609)  -0.402
C (-3.026, -2.618, -0.731)  -0.183
C (4.756, 0.065, -2.937)  -0.167
C (-1.669, -2.208, -0.896)  -0.401
C (3.668, 0.661, -3.549)  -0.275
C (-3.401, -3.895, -0.217)  0.017
H (-0.826, 6.097, 4.523)  0.180
H (-6.195, -1.385, -1.202)  0.208
H (-0.629, -1.557, -5.011)  0.225
H (-5.021, -5.195, 0.374)  0.188
N (2.021, -2.134, 1.792)  -0.507